(1)
Computed, not measured: 11 unconnected molecules or ions with the total composition C32H72N8O17S2, with wB97M-V/def2-TZVPD.

```
! wB97M-V def2-TZVPD RIJCOSX def2/J DEFGRID3
* xyz 0 1
C -0.08412 -7.52328 -1.81556
C -0.84397 -6.26781 -1.45115
O -1.43203 -5.60685 -2.28484
N -0.72804 -5.84839 -0.16079
C -1.55161 -4.81947 0.44263
H -0.69090 -8.36617 -1.46166
H 0.88438 -7.52347 -1.32018
H -0.05748 -7.65809 -2.88990
H -0.06468 -6.30125 0.44297
H -2.06289 -5.22503 1.31679
H -2.29352 -4.40811 -0.23469
H -0.89045 -4.00512 0.74602
C -1.80728 2.86220 3.53074
C -2.37580 3.69147 2.40275
O -2.99719 4.70633 2.64795
N -2.23350 3.24156 1.11420
C -1.17926 2.32936 0.69128
H -2.61264 2.44924 4.13514
H -1.22386 3.55891 4.13098
H -1.19919 2.01897 3.20274
H -2.40089 4.00848 0.47911
H -1.10839 2.29075 -0.39486
H -1.47230 1.29899 0.91429
H -0.22703 2.59930 1.15001
C 4.65667 2.02681 0.21369
C 5.67891 3.07216 0.57183
O 6.70419 3.22521 -0.06960
N 5.34966 3.89912 1.59836
C 6.15071 5.04914 1.95296
H 4.93244 1.13417 0.78906
H 4.80297 1.70535 -0.81391
H 3.63082 2.31659 0.42682
H 4.42374 3.78379 1.97178
H 5.67856 5.52042 2.81307
H 6.21121 5.76428 1.13244
H 7.15378 4.74108 2.24145
C 1.49773 -2.43060 -5.46809
C 0.46146 -2.09652 -6.50631
O 0.16468 -2.87518 -7.39128
N -0.11570 -0.86119 -6.46226
C 0.08852 0.16303 -5.44887
H 2.10621 -3.22534 -5.90096
H 1.13860 -2.81068 -4.51526
H 2.17832 -1.58900 -5.32881
H -0.61752 -0.54484 -7.27465
H 1.02825 0.12556 -4.90754
H -0.72980 0.08197 -4.72362
H -0.04078 1.14111 -5.91257
C -4.35639 -1.44063 -3.00506
C -5.38075 -2.24010 -2.23272
O -5.29864 -3.45561 -2.17604
N -6.38795 -1.56731 -1.61305
C -7.28162 -2.17585 -0.65056
H -4.79445 -0.53162 -3.41502
H -3.90290 -2.09137 -3.74212
H -3.60134 -1.11591 -2.28290
H -6.63338 -0.63562 -1.90555
H -7.25196 -3.26122 -0.71037
H -8.32788 -1.88904 -0.72259
H -6.91351 -1.87621 0.33579
C 2.88809 -4.65972 2.37358
C 4.27095 -4.02504 2.36041
O 4.84645 -3.73815 1.33405
N 4.80844 -3.81217 3.59351
C 6.14183 -3.28999 3.77614
H 2.81785 -5.33466 1.52439
H 2.12965 -3.87898 2.36137
H 2.72979 -5.27854 3.25969
H 4.25105 -4.00938 4.40508
H 6.29050 -2.21017 3.69704
H 6.79394 -3.69623 3.00063
H 6.50306 -3.65811 4.73480
C -3.16698 2.07539 -2.91834
C -3.98470 3.05484 -2.09438
O -5.16065 2.86071 -1.81847
N -3.32368 4.18000 -1.75993
C -3.98605 5.25048 -1.03955
H -2.53312 1.49530 -2.24213
H -2.52353 2.61577 -3.61098
H -3.80561 1.37051 -3.43631
H -2.35854 4.24893 -2.05994
H -4.12472 5.03046 0.02014
H -4.98642 5.40431 -1.44724
H -3.42115 6.16526 -1.21032
C 1.77234 3.72208 -1.85008
C 0.61313 4.60572 -2.22434
O -0.53489 4.18287 -2.17109
N 0.92150 5.83921 -2.67091
C -0.07352 6.70516 -3.27703
H 2.73208 4.23017 -1.90964
H 1.76320 2.82646 -2.47665
H 1.61949 3.25662 -0.87307
H 1.85092 6.19365 -2.53310
H -1.05162 6.48948 -2.85543
H -0.12534 6.52358 -4.35294
H 0.16779 7.75322 -3.12221
C 1.51770 -0.07739 0.71360
C 1.06358 -1.51678 0.90977
O -0.07778 -1.61048 0.06146
S 0.20830 -0.83500 -1.30682
O -1.01482 -0.33544 -1.78636
O 1.10126 -1.57094 -2.10992
O 1.08809 0.31888 -0.59088
H 2.59941 -0.03608 0.82295
H 1.08211 0.60267 1.44236
H 0.73539 -1.70232 1.92983
H 1.82354 -2.23850 0.60497
C -4.11774 -2.21979 1.30728
C -3.45040 -0.90717 0.92042
O -2.94117 -0.32467 2.12464
S -2.79735 -1.44570 3.26062
O -3.76471 -1.26413 4.26735
O -1.42877 -1.56374 3.59722
O -3.17573 -2.63387 2.32750
H -4.23128 -2.98739 0.55076
H -5.08033 -1.99163 1.77205
H -4.17364 -0.19375 0.52431
H -2.66571 -1.08751 0.18863
C 2.89410 -1.00903 4.82836
C 2.27245 0.18254 5.58653
C 2.20621 1.30135 4.53680
O 2.87290 0.86025 3.35705
C 3.49608 -0.40042 3.55597
H 2.08556 -1.69550 4.58028
H 3.65062 -1.51925 5.42223
H 2.72167 0.52156 6.51464
H 1.25183 -0.13325 5.80452
H 2.67205 2.22589 4.88980
H 1.16749 1.54533 4.29668
H 4.56723 -0.23408 3.71210
H 3.34019 -1.05220 2.69508
*
```

Its SMILES is O=S1(=O)OCCO1.O=S1(=O)OCCO1.CNC(C)=O.CNC(C)=O.CNC(C)=O.CNC(C)=O.CNC(C)=O.CNC(C)=O.CNC(C)=O.CNC(C)=O.C1CCOC1. Its orbital gap is 9.14 eV. The calculation puts the HOMO energy at -9.130 eV. The largest force on an atom comes out at 0.0488 hartree/bohr.

Results of the Löwdin charge analysis, in e, for atoms 1 through 4:
1. C 0.00
2. C -0.56
3. O 0.05
4. N 0.00

(2)
Computed, not measured: a molecular structure, C38H58BrClEuGeIN3O5Se2Si3Te, with wB97M-V/def2-TZVPD.

```
! wB97M-V def2-TZVPD RIJCOSX def2/J DEFGRID3
* xyz -2 8
Eu 10.87199 15.43997 12.12571
N 12.90632 14.05443 13.17622
C 14.09859 14.80880 12.71462
C 14.19884 14.74603 11.22236
N 12.98054 15.27999 10.63012
H 12.85927 14.21541 14.15358
H 12.98430 13.04556 13.00056
H 15.03361 14.41456 13.19436
H 13.90192 15.79692 13.02271
H 14.31975 13.70938 10.78887
H 15.03385 15.36707 10.88232
H 12.75979 14.80434 9.76755
H 13.15137 16.30858 10.49967
O 7.01700 14.63653 16.15551
C 6.69012 15.96500 15.84564
C 7.15060 16.53930 14.51048
C 6.33576 17.85443 14.27488
O 6.83844 18.73116 13.21350
C 8.60761 17.03443 14.78394
Se 9.99310 15.68141 15.20006
C 6.94595 15.55564 13.37546
Se 8.11799 15.83212 11.80640
H 7.95732 14.50151 16.13368
H 6.96871 16.62931 16.67263
H 5.54037 15.94819 15.86221
H 6.44840 18.43798 15.20427
H 5.29013 17.59729 14.21733
H 6.54330 18.26380 12.40272
H 8.56148 17.68889 15.64605
H 8.92050 17.65895 13.91543
H 5.87203 15.60748 13.04707
H 7.03600 14.51614 13.72529
Cl 10.23274 12.61825 5.14675
C 10.24538 13.50206 6.61144
C 9.66684 14.74765 6.54810
C 9.63447 15.56449 7.69550
I 8.71644 17.43258 7.63534
C 10.08571 15.15768 8.92806
O 10.14541 15.85279 9.97897
C 10.51750 13.76106 8.99537
N 10.86339 13.28998 10.25198
C 11.38697 12.09209 10.31870
C 11.48262 11.18015 9.21792
C 11.21161 11.65601 7.95987
C 10.65094 12.93159 7.87485
H 9.28404 15.16670 5.61357
H 11.61527 11.71790 11.29386
H 11.86358 10.15531 9.32953
H 11.20234 10.96748 7.10256
C 15.03983 6.56738 12.48473
Si 13.85139 8.09103 12.62808
C 12.77416 8.07392 11.08745
C 12.83995 8.00597 14.24498
Ge 14.99218 10.20186 12.47333
Si 16.69344 9.89967 14.31892
C 18.49646 10.28153 14.06014
C 16.13831 11.11894 15.64844
C 16.65394 8.22962 15.11528
Si 16.21433 9.60552 10.48769
C 17.64155 8.29746 10.57338
C 15.24825 9.20720 8.81214
C 17.20905 11.09767 9.77773
H 14.50686 5.61875 12.69833
H 15.87474 6.52245 13.22739
H 15.58098 6.61728 11.51783
H 12.27405 7.07461 10.99089
H 13.30666 8.15974 10.15502
H 12.01364 8.85721 11.07437
H 12.44928 7.12548 14.56867
H 11.98983 8.69100 14.25026
H 13.42137 8.49996 14.99861
H 18.68414 11.32171 13.98032
H 18.88354 9.72665 13.15461
H 19.12108 9.88762 14.86541
H 16.45626 12.03817 15.17448
H 16.77208 11.21274 16.54110
H 15.10746 11.26595 15.92554
H 17.29014 7.49938 14.56893
H 15.65322 7.76959 15.14786
H 16.95220 8.31346 16.13937
H 17.38088 7.42487 11.16799
H 18.53146 8.76501 10.99460
H 17.75284 7.93187 9.54680
H 14.54285 8.36439 8.83464
H 15.98376 9.09410 7.97059
H 14.63637 10.07052 8.59972
H 17.95170 11.44901 10.55122
H 16.64116 11.95085 9.46125
H 17.81025 10.79383 8.92484
Te 9.31829 12.74012 14.29567
C 10.37751 12.06512 16.03224
C 9.74703 11.17756 16.90816
C 10.43305 10.73050 18.05022
C 11.76700 11.05510 18.28994
C 12.39706 11.92629 17.39802
C 11.68729 12.43802 16.34510
H 8.68769 10.93256 16.87530
H 9.91195 10.09191 18.77402
H 12.20637 10.58039 19.14786
H 13.43682 12.13146 17.65274
H 12.20694 13.10322 15.63751
Br 14.44939 21.04821 12.34501
C 12.53824 20.93771 12.38402
C 11.88224 22.05187 12.76147
C 10.48908 22.11805 12.78991
C 9.77938 20.98951 12.43797
C 10.44503 19.80779 12.14574
C 11.87571 19.73727 12.13339
C 12.51913 18.44085 11.72533
O 13.45615 18.38813 10.93989
O 11.92545 17.46261 12.29167
H 12.43685 23.02701 12.86220
H 10.04043 23.09747 13.01532
H 8.69720 20.85564 12.41812
H 9.81094 18.97155 11.94951
*
```

As for the expectation value of S²: 15.774. Its orbital gap (alpha / beta) is 5.61 / 5.32 eV. The calculation puts the HOMO energy (alpha / beta) at -2.134 / -2.134 eV. The largest force on an atom comes out at 0.0638 hartree/bohr.

Results of the Löwdin charge analysis, in e, for atoms 1 through 4:
1. Eu 1.57
2. N -0.05
3. C -0.25
4. C -0.26

(3)
Computed, not measured: 2 unconnected molecules or ions with the total composition C17H36BrClF3N2O3P2, with wB97M-V/def2-TZVPD.

```
! wB97M-V def2-TZVPD RIJCOSX def2/J DEFGRID3
* xyz 1 1
C 2.69757 4.02083 4.43230
C 2.93688 3.70996 2.80439
C 3.15086 2.10062 2.69066
C 2.61599 1.37965 1.30945
O 3.71360 0.39536 1.01321
C 2.50954 2.34283 -0.00207
C 3.90954 2.87912 -0.64214
F 4.82009 3.58952 0.28049
F 3.52390 3.89655 -1.69276
F 4.72917 1.86996 -1.35584
C 1.66676 1.66019 -1.27666
C 0.33076 2.54704 -1.70510
C 0.38197 3.05396 -3.26744
C -0.00347 4.64386 -3.46928
Cl -0.87298 2.04573 -4.24554
C 1.31131 0.07637 -1.05208
C 0.90230 -0.34345 0.47851
P 1.63914 -2.12079 0.80679
N 1.35344 -2.66078 2.30383
P -1.01225 -0.71590 0.38656
O -1.57795 -1.47306 1.84694
Br -1.46534 -2.25510 -1.24676
N 1.26570 0.66471 1.54534
C 0.12717 1.60011 1.87568
H 3.16986 3.13345 5.07171
H 1.53925 4.07587 4.58318
H 3.19964 5.06051 4.69413
H 1.97691 4.13844 2.27823
H 3.88233 4.36739 2.52373
H 2.50610 1.61381 3.57081
H 4.26734 1.87152 2.96538
H 4.60890 0.83050 1.09297
H 1.87003 3.31434 0.26751
H 2.35493 1.69306 -2.25349
H -0.58503 1.79736 -1.60685
H 0.10134 3.44254 -0.99121
H 1.40550 2.88708 -3.80915
H 0.16356 5.27142 -2.49210
H -1.10163 4.79563 -3.90730
H 0.74317 5.07309 -4.29260
H 2.31182 -0.52499 -1.30221
H 0.54446 -0.22444 -1.88049
H 3.06683 -2.09684 0.61981
H 1.10385 -3.10180 -0.10792
H 0.79527 -1.94575 2.81822
H -1.22008 -1.04447 2.67753
H 1.43857 0.09683 2.42968
H -0.43507 2.03938 0.91755
H 0.43907 2.57223 2.48289
H -0.63140 1.04887 2.61614
C -4.12765 -4.51941 -0.14717
C -4.48396 -5.98815 -0.30559
O -5.84778 -6.20836 -0.65220
C -6.29338 -5.63024 -1.87740
C -5.53185 -6.13023 -3.09361
H -4.76641 -4.05012 0.61239
H -3.08154 -4.40884 0.15433
H -4.26893 -3.96244 -1.07536
H -4.31709 -6.49411 0.65065
H -3.82529 -6.47645 -1.03026
H -6.26053 -4.53731 -1.81239
H -7.34931 -5.90127 -1.98799
H -4.46951 -5.88070 -3.04248
H -5.93786 -5.68462 -4.00621
H -5.60815 -7.22006 -3.17133
*
```

Its orbital gap is 7.49 eV. The calculation puts the HOMO energy at -11.121 eV. The largest force on an atom comes out at 0.0948 hartree/bohr.

Results of the Löwdin charge analysis, in e, for atoms 1 through 4:
1. C -0.12
2. C -0.24
3. C -0.10
4. C -0.30